Density functional theory data (ωB97M-V with the def2-TZVPD basis set) for a 4-piece molecular cluster, C5H14O3 overall.

```
22
Properties=species:S:1:pos:R:3
C -0.6524 -0.9685 -1.0950
C -0.3151 -0.1059 0.1631
C -0.2233 1.4693 -0.0532
C 0.1867 -0.4847 1.6241
C -1.3171 -0.4257 1.3069
H -0.1252 -0.4792 -1.8861
H -1.8558 -0.9099 -1.2873
H -0.4615 -1.9959 -1.0016
H 0.7221 1.6566 -0.5133
H -0.3869 2.1328 0.8777
H 0.9302 -1.2864 1.5617
H 0.5659 0.1476 2.4452
H -1.6522 -1.4735 1.2836
H 2.8029 -0.1243 -1.9720
H -0.9160 1.9135 -0.7833
O 2.1706 0.1672 -1.2905
H 2.6419 -0.0436 -0.3814
H 3.7223 -0.4232 1.3601
O 2.8671 -0.5586 1.0587
H -2.2222 0.2208 1.1076
H -3.5868 0.8684 -1.5806
O -2.8954 0.7033 -0.9446
```

## Properties
Relative energy (zero: lowest compared OMol25 entry of this formula, charge and spin) in kcal per mole: 260.0
Multiplicity: 1
DFT total energy in eV: -11542.85012
Maximum force in eV/A: 4.5
Kohn-Sham gap in eV: 3.5